No. 1
Formula: C25H29BF4N
Source: the OMol25 dataset
Level of theory: wB97M-V/def2-TZVPD

Geometry as XYZ:
```
60
Properties=species:S:1:pos:R:3:mulliken_charge:R:1
F 2.396 0.312 -4.515 -0.35
C 2.205 1.337 -3.606 0.45
C 3.339 1.989 -3.087 -0.86
C 3.083 2.941 -2.114 0.46
F 4.169 3.613 -1.584 -0.34
C 1.830 3.181 -1.579 -0.66
C 0.744 2.391 -2.018 0.73
C -0.573 2.496 -1.243 0.15
C -1.885 2.293 -1.960 1.08
C -2.866 3.301 -1.868 -0.88
C -4.111 3.088 -2.448 0.34
F -5.056 4.092 -2.318 -0.32
C -4.477 1.918 -3.103 -0.93
C -3.445 0.975 -3.246 -0.05
F -3.744 -0.247 -3.804 -0.32
C -2.151 1.152 -2.733 -0.36
C 0.903 1.560 -3.142 -0.62
H 4.376 1.795 -3.403 0.47
H 1.658 4.015 -0.876 0.42
H -0.646 3.518 -0.739 0.46
H -2.667 4.243 -1.328 0.42
H -5.489 1.783 -3.498 0.48
H -1.385 0.376 -2.895 0.42
H 0.062 1.116 -3.691 0.76
C -0.433 -1.033 -0.966 -1.71
C -0.190 -1.885 0.255 0.55
C -1.498 -2.567 0.609 -1.49
N 0.328 -1.150 1.466 0.57
C 0.290 -2.121 2.599 -0.26
C 1.040 -3.291 2.469 -0.05
C 1.000 -4.204 3.534 -0.98
C 0.236 -3.922 4.666 -0.48
C -0.509 -2.722 4.775 -0.97
C -0.468 -1.810 3.707 0.36
C 1.783 -0.783 1.289 0.58
C 2.319 -0.305 2.618 -1.54
C 2.006 0.311 0.280 -1.39
B -0.669 -0.026 2.130 -0.07
H -0.514 1.697 -0.515 -0.85
H -0.921 -1.678 -1.712 0.57
H -1.144 -0.225 -0.766 0.22
H 0.475 -0.635 -1.430 0.49
H 0.597 -2.614 0.025 0.24
H -1.901 -3.018 -0.306 0.56
H -1.381 -3.384 1.326 0.33
H -2.245 -1.849 0.973 0.30
H 1.645 -3.488 1.576 0.35
H 1.581 -5.139 3.453 0.42
H 0.201 -4.632 5.496 0.43
H -1.104 -2.491 5.652 0.48
H -1.019 -0.826 3.710 0.60
H 2.264 -1.712 0.951 0.21
H 3.333 0.073 2.448 0.56
H 1.728 0.529 3.018 0.35
H 2.399 -1.100 3.363 0.34
H 3.002 0.748 0.442 0.65
H 1.990 -0.033 -0.753 0.40
H 1.284 1.126 0.433 0.12
H -1.712 -0.028 1.585 0.07
H -0.063 0.949 2.398 0.09
```

2S+1 = 1
Charge = +1
LUMO level = -3.966 eV


No. 2
Formula: C25H29Cl2HfN4O3S
Source: the OMol25 dataset
Level of theory: wB97M-V/def2-TZVPD

Geometry as XYZ:
```
65
Properties=species:S:1:pos:R:3:mulliken_charge:R:1
Hf -3.173 -4.393 15.407 2.56
C -4.706 -7.209 14.635 -0.64
C -3.259 -7.567 14.927 -0.96
N -2.663 -6.677 15.992 -0.52
C -3.254 -6.911 17.343 -1.00
C -3.689 -5.677 18.104 1.02
C -3.490 -5.660 19.558 -1.13
C -3.478 -4.531 20.392 -1.22
C -3.623 -3.108 19.889 -0.05
C -4.398 -3.334 17.843 1.15
C -5.258 -2.640 16.773 -1.33
N -5.026 -3.042 15.343 -0.18
C -6.263 -3.592 14.629 -0.74
C -6.205 -5.116 14.721 -0.78
N -4.908 -5.696 14.431 -0.41
N -4.268 -4.722 17.412 -0.34
H -5.437 -7.541 15.418 0.39
H -5.048 -7.678 13.715 0.53
H -2.634 -7.543 14.021 0.41
H -3.317 -8.617 15.273 0.50
H -1.726 -7.047 16.022 0.32
H -2.494 -7.333 18.029 0.71
H -4.108 -7.626 17.284 0.24
H -3.453 -6.638 20.082 0.53
H -3.284 -4.690 21.470 0.49
H -3.535 -2.420 20.725 0.66
H -5.134 -1.590 16.956 0.45
H -6.270 -2.977 17.085 0.38
H -4.721 -2.192 14.797 0.37
H -6.140 -3.244 13.568 0.39
H -7.233 -3.252 15.054 0.43
H -6.913 -5.490 13.978 0.58
H -6.507 -5.377 15.727 0.40
H -4.767 -5.480 13.392 0.53
O -2.039 -2.825 15.855 -0.47
S -1.470 -1.545 16.703 -0.13
C -1.851 -0.147 15.608 0.79
C -2.409 -0.323 14.344 -0.17
C -2.808 0.794 13.633 -0.66
C -2.385 2.036 13.983 -0.66
C -1.684 2.173 15.208 -0.54
C -1.434 1.095 16.049 -0.71
C -2.647 -1.572 18.041 -0.62
C -3.334 -0.487 18.513 -0.52
C -4.697 -0.516 19.071 -0.97
C -5.450 -1.661 19.449 -1.14
C -4.989 -3.032 19.228 0.36
C -2.995 -2.925 18.459 -0.15
H -2.607 -1.359 14.008 0.47
H -3.425 0.661 12.768 0.47
H -2.702 2.940 13.459 0.41
H -1.374 3.118 15.554 0.46
H -0.944 1.142 17.017 0.54
H -2.799 0.468 18.528 0.54
H -5.154 0.423 19.340 0.59
H -6.432 -1.424 19.980 0.44
H -5.732 -3.754 19.581 0.52
H -2.134 -3.625 18.349 0.99
Cl -2.020 -6.257 11.283 -0.09
C -1.262 -4.745 11.894 0.13
Cl 0.512 -4.736 12.111 -0.08
C -1.921 -4.515 13.208 0.29
O -3.039 -3.891 13.331 -0.65
O -1.453 -5.069 14.277 -0.57
H -1.371 -3.935 11.144 0.35
```

2S+1 = 1
Charge = +3
LUMO level = -9.820 eV


No. 3
Formula: C25H29F6N6O6Ru
Source: the OMol25 dataset
Level of theory: wB97M-V/def2-TZVPD

Geometry as XYZ:
```
73
Properties=species:S:1:pos:R:3:mulliken_spin:R:1
Ru 0.061 -0.805 0.568 2.63
C 1.068 2.626 3.017 -0.02
O 1.319 1.941 4.268 0.13
C 0.960 0.701 4.510 0.25
C 1.036 0.282 5.851 -0.07
C 0.668 -0.985 6.206 0.12
C 0.204 -1.904 5.235 0.10
C 0.137 -1.561 3.910 0.03
C -0.351 -2.552 2.970 0.05
N -0.506 -2.401 1.704 -0.10
N -0.968 -3.518 1.021 0.02
C -0.979 -3.268 -0.253 -0.07
O -0.606 -2.117 -0.757 0.00
C -1.413 -4.311 -1.200 0.02
C -1.537 -4.004 -2.552 0.00
C -1.950 -4.976 -3.448 0.00
C -2.234 -6.257 -2.997 0.00
C -2.105 -6.568 -1.650 0.00
C -1.693 -5.600 -0.750 -0.01
C 0.553 -0.247 3.491 0.11
O 0.608 0.104 2.281 0.34
H 1.298 3.663 3.235 0.00
H 0.027 2.518 2.721 0.00
H 1.723 2.237 2.240 0.01
H 1.376 1.001 6.583 0.00
H 0.721 -1.287 7.242 0.01
H -0.102 -2.895 5.540 0.01
H -0.613 -3.532 3.361 0.00
H -1.304 -3.006 -2.893 0.00
H -2.048 -4.737 -4.498 0.00
H -2.552 -7.018 -3.698 0.00
H -2.323 -7.567 -1.301 0.00
H -1.590 -5.828 0.301 0.00
N -0.104 0.351 -1.443 0.11
C 0.082 1.773 -1.166 -0.02
C -0.129 2.699 -2.365 0.01
C -1.482 2.626 -3.078 0.00
C -2.694 3.084 -2.256 0.00
N -2.438 4.281 -1.460 0.00
C -2.316 5.502 -1.933 0.00
N -1.737 6.433 -1.166 0.00
N -2.761 5.839 -3.150 0.00
C -0.751 2.109 0.077 0.03
O -0.859 3.309 0.410 0.01
O -1.255 1.136 0.698 0.12
H 0.559 -0.024 -2.111 0.00
H -1.050 0.147 -1.751 0.00
H 1.121 1.885 -0.841 0.00
H 0.640 2.454 -3.102 0.00
H 0.081 3.721 -2.044 0.00
H -1.679 1.603 -3.408 0.00
H -1.411 3.221 -3.992 0.00
H -2.993 2.320 -1.538 0.00
H -3.561 3.239 -2.902 0.00
H -1.906 4.073 -0.588 0.00
H -1.297 6.155 -0.303 0.00
H -1.650 7.387 -1.463 0.00
H -3.311 5.187 -3.681 0.00
H -2.756 6.795 -3.456 0.00
C 4.414 -0.037 0.206 0.00
C 3.140 -0.842 -0.075 0.01
O 2.032 -0.087 0.170 0.17
C 3.147 -1.283 -1.557 0.01
F 3.211 -0.196 -2.352 0.00
F 2.024 -1.929 -1.910 0.00
F 4.178 -2.073 -1.872 0.00
C 3.141 -2.087 0.840 -0.02
F 2.134 -2.932 0.546 0.00
F 4.276 -2.785 0.800 0.00
F 2.947 -1.706 2.117 0.00
H 4.381 0.875 -0.386 0.00
H 5.320 -0.591 -0.033 0.00
H 4.424 0.233 1.260 0.00
```

Relative energy (zero: lowest compared OMol25 entry of this formula, charge and spin) = 0.276 eV
2S+1 = 5
Charge = +1
LUMO level (spin up / spin down) = -2.766 / -4.913 eV


No. 4
Formula: C25H29FN4O3
Source: the OMol25 dataset
Level of theory: wB97M-V/def2-TZVPD

Geometry as XYZ:
```
62
Properties=species:S:1:pos:R:3:mulliken_charge:R:1
C 0.920 3.040 2.550 -1.35
N 0.072 2.652 1.443 0.06
C 0.610 2.450 0.199 0.22
C 1.973 2.657 -0.056 -0.60
C 2.493 2.448 -1.313 -0.79
C 1.686 2.006 -2.355 -0.89
C 0.348 1.790 -2.129 -0.56
C -0.209 2.015 -0.866 0.70
C -1.619 1.829 -0.617 0.93
C -2.118 2.084 0.616 -0.05
C -1.285 2.486 1.721 -0.10
O -1.709 2.659 2.852 -0.73
H -3.162 1.966 0.855 0.43
O -2.330 1.397 -1.684 -0.52
C -3.739 1.421 -1.631 -0.60
H -4.068 1.330 -2.671 0.40
H -4.104 2.380 -1.244 0.36
C -4.428 0.301 -0.838 0.59
O -5.641 0.270 -0.771 -0.71
N -3.619 -0.602 -0.275 0.22
H -2.606 -0.550 -0.319 0.12
C -4.124 -1.703 0.513 -0.75
H -4.174 -1.412 1.570 0.23
H -5.142 -1.912 0.171 0.45
C -3.226 -2.926 0.356 -0.80
C -1.856 -2.722 1.012 -0.69
N -1.090 -1.677 0.340 0.42
C -0.231 -0.893 1.213 -0.34
C 1.045 -1.633 1.642 -1.65
N 1.795 -2.026 0.463 0.18
C 2.786 -1.232 -0.077 0.59
C 3.749 -0.587 0.716 0.81
C 4.810 0.119 0.193 -0.46
C 4.978 0.202 -1.178 -0.57
C 4.050 -0.415 -1.996 -0.94
C 2.978 -1.101 -1.461 -0.38
H 2.269 -1.541 -2.143 0.19
H 4.152 -0.359 -3.069 0.42
H 5.818 0.736 -1.593 0.46
H 5.507 0.577 0.876 0.44
F 3.686 -0.651 2.076 -0.42
C 0.971 -2.867 -0.380 -1.52
C -0.320 -2.146 -0.804 -0.34
H -0.064 -1.268 -1.407 0.11
H -0.941 -2.812 -1.405 0.58
H 0.714 -3.754 0.211 0.37
H 1.536 -3.206 -1.247 0.60
H 0.788 -2.540 2.201 0.32
H 1.630 -0.990 2.291 0.57
H 0.072 -0.006 0.650 -0.40
H -0.801 -0.572 2.086 0.87
H -2.013 -2.415 2.049 0.55
H -1.325 -3.684 1.028 0.28
H -3.105 -3.149 -0.705 0.23
H -3.710 -3.782 0.829 0.42
H -0.305 1.455 -2.919 0.51
H 2.108 1.840 -3.334 0.44
H 3.543 2.627 -1.486 0.50
H 2.628 2.991 0.730 0.46
H 0.280 3.103 3.430 0.38
H 1.376 4.014 2.368 0.38
H 1.697 2.293 2.721 0.38
```

Relative energy (zero: lowest compared OMol25 entry of this formula, charge and spin) = 0.629 eV
2S+1 = 1
LUMO level = 0.319 eV
SMILES string = Cn1c(=O)cc(OCC(=O)NCCCN2CCN(c3ccccc3F)CC2)c2ccccc21


No. 5
Formula: C25H29GaN3P2
Source: the OMol25 dataset
Level of theory: wB97M-V/def2-TZVPD

Geometry as XYZ:
```
60
Properties=species:S:1:pos:R:3:mulliken_charge:R:1
C -1.731 2.995 -3.696 -0.69
C -1.439 1.719 -3.229 -0.04
C -0.104 1.246 -3.404 0.60
C 0.928 2.215 -3.484 0.38
C 0.626 3.504 -3.940 -0.84
C -0.709 3.866 -4.106 -0.58
C 2.227 1.788 -2.894 -0.38
C 2.552 0.374 -3.236 0.47
C 1.450 -0.517 -3.188 0.67
C 1.704 -1.876 -2.820 0.00
C 2.993 -2.360 -2.996 -0.71
C 4.052 -1.506 -3.346 -0.56
C 3.842 -0.132 -3.418 -0.97
H -2.774 3.326 -3.704 0.41
H 1.436 4.205 -4.158 0.45
H -0.967 4.840 -4.520 0.41
H 3.043 2.467 -3.146 0.59
H 3.180 -3.427 -2.823 0.39
H 5.040 -1.924 -3.537 0.41
H 4.670 0.558 -3.606 0.44
N 0.183 -0.076 -3.369 -0.39
Ga 0.170 0.278 0.282 0.74
C -2.413 0.845 -2.476 -1.16
H -2.346 -0.191 -2.844 0.38
H -3.444 1.225 -2.595 0.65
C 0.577 -2.667 -2.200 -1.14
H -0.341 -2.527 -2.788 0.43
H 0.842 -3.739 -2.165 0.62
P -2.038 0.755 -0.632 0.73
P 0.148 -2.108 -0.460 0.70
C 1.401 -2.981 0.542 -1.42
H 1.159 -2.868 1.608 0.42
H 1.430 -4.052 0.295 0.46
H 2.392 -2.546 0.365 0.41
C -1.350 -3.115 -0.161 -1.30
H -1.102 -4.187 -0.217 0.49
H -1.760 -2.901 0.834 0.33
H -2.116 -2.895 -0.915 0.35
C -2.424 2.444 -0.061 -1.44
H -3.399 2.777 -0.451 0.44
H -2.452 2.452 1.039 0.44
H -1.644 3.139 -0.400 0.39
C -3.451 -0.219 -0.010 -1.18
H -3.414 -0.263 1.087 0.31
H -4.394 0.262 -0.314 0.49
H -3.428 -1.243 -0.406 0.30
H 2.007 1.739 -1.742 -0.43
H 1.411 1.108 -0.133 0.08
N -0.110 -0.055 7.726 -0.45
C -0.167 0.006 6.557 -0.15
C -0.198 0.069 5.117 0.49
C -1.088 -0.726 4.390 -0.82
C -1.069 -0.678 3.002 0.10
N -0.195 0.122 2.343 0.03
C 0.653 0.919 3.043 -0.39
C 0.671 0.915 4.428 -0.63
H -1.786 -1.393 4.887 0.49
H -1.738 -1.296 2.397 0.28
H 1.336 1.556 2.464 0.47
H 1.383 1.552 4.960 0.47
```

Relative energy (zero: lowest compared OMol25 entry of this formula, charge and spin) = 0.000 eV
2S+1 = 1
Charge = +1
LUMO level (spin up / spin down) = -3.153 / -5.353 eV


No. 6
Formula: C25H29N2
Source: the OMol25 dataset
Level of theory: wB97M-V/def2-TZVPD

Geometry as XYZ:
```
56
Properties=species:S:1:pos:R:3:mulliken_charge:R:1
C -6.053 -0.040 0.543 -0.98
N -4.981 0.101 1.505 0.09
C -5.365 0.060 2.899 -1.18
C -3.665 0.030 1.125 0.43
C -3.220 0.747 -0.009 -1.07
C -1.867 0.772 -0.302 -0.14
C -0.982 -0.080 0.386 -0.12
C 0.475 -0.138 0.046 3.60
C 1.281 -1.296 0.633 -1.03
C 2.485 -0.814 1.187 -0.17
C 3.488 -1.701 1.577 -0.11
C 3.258 -3.074 1.436 -0.76
C 2.053 -3.552 0.895 -0.97
C 1.051 -2.663 0.490 0.20
C 2.465 0.651 1.147 -0.60
C 1.254 1.070 0.535 -0.03
C 0.878 2.409 0.564 0.00
C 1.797 3.343 1.067 -0.81
C 3.044 2.936 1.569 -0.86
C 3.388 1.581 1.611 -0.52
C -1.454 -0.882 1.434 -0.57
C -2.762 -0.768 1.863 -0.93
H -5.662 0.051 -0.475 0.34
H -6.543 -1.024 0.643 0.30
H -6.804 0.740 0.719 0.31
H -4.562 0.474 3.520 0.40
H -6.263 0.674 3.021 0.36
H -5.577 -0.963 3.242 0.36
H -3.929 1.349 -0.576 0.45
H -1.524 1.445 -1.086 0.29
H 4.440 -1.307 1.932 0.46
H 4.034 -3.791 1.711 0.43
H 1.880 -4.622 0.790 0.44
H 0.111 -3.013 0.061 0.57
H -0.115 2.709 0.221 0.43
H 1.522 4.397 1.081 0.43
H 3.761 3.689 1.901 0.41
H 4.351 1.228 1.976 0.45
H -0.801 -1.595 1.930 0.47
H -3.117 -1.336 2.724 0.45
C 1.217 0.170 -4.284 -1.69
C 1.681 0.114 -2.834 1.48
C 2.468 -1.151 -2.518 -1.47
C 2.486 1.349 -2.457 -1.50
N 0.431 0.090 -2.058 -0.20
H 0.648 1.089 -4.459 0.37
H 2.063 0.140 -4.983 0.41
H 0.556 -0.678 -4.486 0.40
H 2.859 -1.115 -1.493 0.30
H 1.836 -2.040 -2.603 0.33
H 3.313 -1.267 -3.203 0.47
H 2.829 1.259 -1.422 0.30
H 3.343 1.489 -3.118 0.49
H 1.846 2.234 -2.512 0.38
H 0.522 -0.529 -1.218 -0.29
H 0.134 1.050 -1.887 0.39
```

Relative energy (zero: lowest compared OMol25 entry of this formula, charge and spin) = 2.676 eV
2S+1 = 1
Charge = +1
LUMO level = -4.962 eV


Number 1: largest force on an atom 3.492 eV/A. Number 2: largest force on an atom 4.650 eV/A. Number 3: largest force on an atom 1.030 eV/A. Number 4: largest force on an atom 0.701 eV/A. Number 5: largest force on an atom 2.465 eV/A. Number 6: largest force on an atom 6.094 eV/A.